{"formula": "C11H24ClIN2O2PSV", "method": "ωB97M-V with the def2-TZVPD basis set", "symbols": ["C", "C", "H", "H", "H", "O", "I", "V", "P", "C", "C", "H", "H", "H", "C", "H", "H", "H", "H", "H", "H", "C", "O", "Cl", "C", "N", "C", "C", "S", "N", "C", "C", "H", "H", "H", "H", "H", "H", "H", "H", "H", "H", "H", "H"], "xyz": [[-3.87731, 2.88233, -6.02706], [-3.71370, 1.73276, -5.08456], [-4.70969, 2.66384, -6.70966], [-2.95063, 3.02048, -6.59790], [-4.09168, 3.79542, -5.45655], [-4.34700, 0.71525, -4.97822], [-2.05062, 2.09638, -3.74953], [0.31514, 0.44206, -0.02447], [1.51960, -0.89398, -1.44931], [1.74899, -2.68856, -1.38844], [1.01182, -0.59219, -3.16828], [3.13120, 0.90662, -1.39404], [3.82283, -0.59552, -2.09959], [3.61476, -0.43480, -0.32309], [3.19394, -0.18406, -1.30364], [0.86222, 0.47767, -3.34290], [1.77968, -0.99055, -3.83920], [2.47161, -2.99139, -2.15321], [0.79421, -3.18832, -1.57598], [0.06022, -1.10273, -3.35077], [2.11349, -2.99237, -0.40340], [-0.51978, -1.12251, 0.45935], [-0.86592, -2.15044, 0.93562], [-0.43087, 2.26457, -1.03374], [-1.44647, 1.11837, 2.48582], [-0.62767, 0.25799, 3.35721], [-1.35075, -0.69627, 4.21439], [0.68153, 0.10050, 3.09793], [1.44954, 1.01258, 1.80338], [1.48609, -0.73273, 3.79878], [1.39088, -0.88333, 5.25335], [2.76657, -1.14426, 3.22010], [-2.43674, 1.13637, 2.94889], [-1.54286, 0.71338, 1.45048], [-1.02874, 2.13684, 2.43998], [-1.02775, -1.72503, 4.01421], [-1.23607, -0.46770, 5.28209], [-2.41278, -0.60714, 3.98991], [1.07471, -1.90240, 5.51605], [2.37673, -0.72838, 5.69872], [0.70338, -0.14766, 5.67076], [2.61482, -1.73052, 2.30052], [3.40579, -0.28666, 2.97768], [3.25417, -1.76420, 3.97801]], "spin_multiplicity": 3, "homo_ev": [-14.0, -14.0], "homo_lumo_gap_ev": [4.92, 5.06], "s2": 2.040, "total_charge": 2, "relative_energy_ev": 0.2774}